Arrangement 1

Here is one molecule with the formula C2H6S2 from the OMol25 dataset. Energies are from ωB97M-V with the def2-TZVPD basis set.

Each atom is followed by the atoms it is bonded to, with distances in Å.
CARTESIAN COORDINATES (ANGSTROEM)
1 S 1.91678 -1.07180 0.01794  C4 1.806, H5 1.336
2 S -0.95248 -0.58510 0.33755  C3 1.767, C4 1.826
3 C -1.08204 0.72391 -0.84189  S2 1.767, H6 1.095, H7 1.112, H8 1.096
4 C 0.68895 -0.27383 1.07478  S1 1.806, S2 1.826, H9 1.101, H10 1.075
5 H 1.34326 -1.95501 -0.80415  S1 1.336
6 H -1.22925 1.53815 -0.12504  C3 1.095
7 H -0.21252 0.92024 -1.50646  C3 1.112
8 H -1.97171 0.52628 -1.45130  C3 1.096
9 H 0.88580 0.80079 1.21059  C4 1.101
10 H 0.61320 -0.62364 2.08798  C4 1.075

Results
Frontier orbital gap, eV: 9.384
HOMO level, hartree: -0.314

Arrangement 2

Here is one molecule with the formula C2H6S2 from the OMol25 dataset. Energies are from ωB97M-V with the def2-TZVPD basis set.

Each atom is followed by the atoms it is bonded to, with distances in Å.
CARTESIAN COORDINATES (ANGSTROEM)
1 C -0.01428 0.51673 -1.49276  S2 1.818, H5 1.088, H6 1.086, H7 1.095
2 S 0.11071 1.82153 -0.23287  C1 1.818, S3 2.097
3 S -0.27172 0.98254 1.65041  S2 2.097, C4 1.795
4 C 0.08221 -0.75848 1.39312  S3 1.795, H8 1.095, H9 1.089, H10 1.086
5 H -0.76762 -0.25331 -1.33818  C1 1.088
6 H 0.95597 0.09575 -1.73846  C1 1.086
7 H -0.34238 1.05565 -2.38814  C1 1.095
8 H -0.13476 -1.22166 2.36169  C4 1.095
9 H 1.06539 -1.07069 1.04392  C4 1.089
10 H -0.68352 -1.16806 0.74126  C4 1.086

Results
Frontier orbital gap, eV: 8.693
HOMO level, hartree: -0.290

Arrangement 3

Here is a 2-piece molecular cluster, C2H6S2 overall from the OMol25 dataset. Energies are from ωB97M-V with the def2-TZVPD basis set.

Each atom is followed by the atoms it is bonded to, with distances in Å.
CARTESIAN COORDINATES (ANGSTROEM)
1 S -2.46836 1.38942 0.46945  S2 2.219, H3 1.416
2 S -2.57777 -0.57988 -0.54752  S1 2.219, H4 1.326
3 H -3.27316 0.86479 1.51009  S1 1.416
4 H -1.61107 -1.06399 0.22012  S2 1.326
5 C 1.56499 -0.68426 -0.68097  C6 1.365, H7 1.071, H8 1.070
6 C 1.64980 0.41449 0.12374  C5 1.365, H9 1.060, H10 1.094
7 H 1.66446 -1.67686 -0.29198  C5 1.071
8 H 1.73893 -0.55415 -1.72845  C5 1.070
9 H 1.24704 0.50880 1.09941  C6 1.060
10 H 2.06513 1.38165 -0.17390  C6 1.094

Results
Frontier orbital gap, eV: 9.339
HOMO level, hartree: -0.350

Of them, arrangement 3 has the lowest stability.

Arrangement 1

Here is one molecule with the formula C2H6S2 from the OMol25 dataset. Energies are from ωB97M-V with the def2-TZVPD basis set.

Each atom is followed by the atoms it is bonded to, with distances in Å.
CARTESIAN COORDINATES (ANGSTROEM)
1 C -0.63942 0.00178 0.52955  C2 1.609, H4 1.033, H5 1.095, S9 1.830
2 C 0.54896 -0.00344 -0.55523  C1 1.609, H6 1.085, H7 1.108, S10 1.855
3 H -0.62538 -0.61073 2.98133  S9 1.343
4 H -1.00202 0.93920 0.76883  C1 1.033
5 H -1.41640 -0.64396 0.10842  C1 1.095
6 H 0.91284 -1.02166 -0.64660  C2 1.085
7 H 1.36733 0.68371 -0.26071  C2 1.108
8 H 0.92747 0.87299 -2.76519  S10 1.429
9 S 0.22612 -0.75654 1.95300  C1 1.830, H3 1.343
10 S -0.29949 0.53864 -2.11340  C2 1.855, H8 1.429

Results
Frontier orbital gap, eV: 9.933
HOMO level, hartree: -0.335

Arrangement 2

Here is one molecule with the formula C2H6S2 from the OMol25 dataset. Energies are from ωB97M-V with the def2-TZVPD basis set.

Each atom is followed by the atoms it is bonded to, with distances in Å.
CARTESIAN COORDINATES (ANGSTROEM)
1 C 0.96593 1.23847 -0.18607  C2 1.512, H5 1.090, H6 1.088, H7 1.097
2 C 0.38212 -0.15592 -0.16222  C1 1.512, S3 1.875, H8 1.092, H9 1.089
3 S -1.49101 -0.08001 -0.13695  C2 1.875, S4 2.117
4 S -1.77812 -1.82669 1.02408  S3 2.117, H10 1.333
5 H 0.20978 1.95688 -0.50155  C1 1.090
6 H 1.84699 1.27684 -0.82392  C1 1.088
7 H 1.30644 1.47381 0.83009  C1 1.097
8 H 0.57651 -0.78764 0.70642  C2 1.092
9 H 0.71327 -0.81930 -0.95927  C2 1.089
10 H -2.73191 -2.27643 0.20939  S4 1.333

Results
Frontier orbital gap, eV: 8.907
HOMO level, hartree: -0.312

Of them, arrangement 1 has the lowest stability.

Arrangement 1

Here is a 2-piece molecular cluster, C4H10NO2S overall from the OMol25 dataset. Energies are from ωB97M-V with the def2-TZVPD basis set.

Each atom is followed by the atoms it is bonded to, with distances in Å.
CARTESIAN COORDINATES (ANGSTROEM)
1 O 0.84215 1.01391 -2.33902  C2 1.218
2 C -0.06655 0.79756 -1.55728  O1 1.218, N3 1.375, C7 1.510
3 N -0.73005 -0.40597 -1.50650  C2 1.375, C4 1.466, H8 1.001
4 C -1.64254 -0.72504 -0.40378  N3 1.466, C5 1.564, H9 1.084, H10 1.100
5 C -1.04653 -1.25762 0.94063  C4 1.564, S6 1.813, H11 1.095, H12 1.094
6 S 0.75509 -1.45583 0.89326  C5 1.813
7 C -0.52630 1.96856 -0.72124  C2 1.510, H13 1.095, H14 1.083, H15 1.102
8 H -0.30817 -1.23800 -1.86940  N3 1.001
9 H -2.27624 0.13259 -0.20911  C4 1.084
10 H -2.28347 -1.53103 -0.79016  C4 1.100
11 H -1.34004 -0.66311 1.81148  C5 1.095
12 H -1.37217 -2.29179 1.08365  C5 1.094
13 H -1.12363 1.76966 0.17495  C7 1.095
14 H -0.93523 2.84082 -1.21590  C7 1.083
15 H 0.33239 2.37388 -0.16200  C7 1.102
16 H 1.82522 0.67540 3.30266  O18 0.961
17 H 1.34859 0.88213 1.84393  O18 0.961
18 O 1.44548 1.31668 2.69582  H16 0.961, H17 0.961

Results
Frontier orbital gap, eV: 6.784
HOMO level, hartree: -0.108
Charge: -1

Arrangement 2

Here is a 2-piece molecular cluster, C4H10NO2S overall from the OMol25 dataset. Energies are from ωB97M-V with the def2-TZVPD basis set.

Each atom is followed by the atoms it is bonded to, with distances in Å.
CARTESIAN COORDINATES (ANGSTROEM)
1 C 0.99350 0.99131 0.73808  N2 1.446, C5 1.548, H8 1.107, H9 1.092
2 N 0.53166 -0.26057 1.29584  C1 1.446, C3 1.328, H10 1.004
3 C 0.87680 -1.44330 0.80031  N2 1.328, O4 1.233, H11 1.121
4 O 0.65392 -2.53083 1.33645  C3 1.233
5 C 0.88967 1.10329 -0.80258  C1 1.548, C6 1.587, H12 1.098, H13 1.098
6 C -0.37272 0.40181 -1.46077  C5 1.587, S7 1.796, H14 1.118, H15 1.097
7 S -1.75493 1.54828 -1.42197  C6 1.796
8 H 0.28525 1.74319 1.13507  C1 1.107
9 H 1.96744 1.44201 0.94209  C1 1.092
10 H -0.28834 -0.21915 1.87453  N2 1.004
11 H 1.72923 -1.38023 0.07536  C3 1.121
12 H 0.66511 2.13797 -1.09316  C5 1.098
13 H 1.79482 0.82086 -1.35541  C5 1.098
14 H -0.08647 -0.09830 -2.41872  C6 1.118
15 H -0.53178 -0.57244 -0.98158  C6 1.097
16 H -1.93092 -1.69151 0.82755  O18 0.975
17 H -2.61665 -0.59047 -0.00016  O18 0.976
18 O -2.80558 -1.40193 0.50907  H16 0.975, H17 0.976

Results
Frontier orbital gap, eV: 6.658
HOMO level, hartree: -0.112
Charge: -1

Of them, arrangement 2 has the lowest stability.